--- i ---
Below is the ion C6H10 with charge +1, with properties calculated with the ωB97M-V functional and the def2-TZVPD basis.

```
16
Properties=species:S:1:pos:R:3:mulliken_spin:R:1
C 0.9231 -0.7253 -1.2702 0.067
C 0.8194 -0.2261 0.2945 0.009
C 1.8779 0.4976 0.8716 0.024
C -2.0565 0.5046 -0.2796 0.081
C -0.8649 0.5060 0.7571 0.036
C -0.3970 -0.7645 1.0357 0.761
H 1.9099 -0.3679 -1.5452 0.007
H 0.5789 -1.6836 -1.5049 -0.010
H 0.1108 -0.1766 -1.7592 -0.009
H 2.3363 0.1708 1.8882 -0.003
H 2.7815 0.8738 0.2612 0.003
H -2.9401 0.0280 0.1170 -0.004
H -1.8405 -0.0824 -1.2627 -0.011
H -2.3925 1.4877 -0.6974 0.005
H -0.6610 1.4199 1.2111 0.032
H -0.1855 -1.4623 1.8829 0.012
```

Computed properties:
Multiplicity: 2
Charge: +1
Highest occupied orbital energy (spin up / spin down) in eV: -14.21 / -14.93
Expectation value of S²: 0.754

---

--- ii ---
Below is the ion C6H10 with charge +1, with properties calculated with the ωB97M-V functional and the def2-TZVPD basis.

```
16
Properties=species:S:1:pos:R:3:mulliken_spin:R:1
C 0.4989 0.6834 1.6192 -0.001
C 0.7134 -0.1330 0.3184 0.243
C -0.1666 -0.2692 -0.7004 0.201
C -1.5480 0.2694 -0.5758 0.040
C -2.5179 -0.0545 -1.5240 0.360
C 2.1174 -0.5210 0.0801 0.016
H 0.2328 1.8110 1.3803 0.028
H -0.3144 0.4009 2.4010 0.013
H 1.4486 0.6861 2.1950 0.000
H 0.0665 -0.8199 -1.6547 -0.010
H -1.6998 1.0894 0.1392 0.006
H -2.4302 -0.8596 -2.2693 0.020
H -3.6509 0.1045 -1.3634 0.007
H 2.8614 -0.2994 0.8669 0.002
H 2.1022 -1.7238 0.0508 0.058
H 2.2866 -0.3642 -0.9634 0.016
```

Computed properties:
Multiplicity: 2
Charge: +1
Highest occupied orbital energy (spin up / spin down) in eV: -14.37 / -15.78
Expectation value of S²: 0.784

---

Short version: ii is the most stable of them.

---

--- i ---
Below is a cluster of 2 separate species, C5H3N in total, with properties calculated with the ωB97M-V functional and the def2-TZVPD basis.

```
9
Properties=species:S:1:pos:R:3:nbo_charge:R:1
C -0.1886 0.9887 2.3478 -0.226
C -0.1334 -1.8092 -1.2658 -0.191
C -0.0743 1.7719 -2.0534 0.384
C 0.4632 0.4613 1.4988 -0.236
C -0.1049 -0.6443 -1.5601 0.143
N -0.1018 0.6192 -1.8484 -0.577
H -0.7489 1.4675 3.0930 0.230
H -0.1359 -2.8192 -0.9800 0.246
H 1.0246 -0.0360 0.7682 0.228
```

Computed properties:
Highest occupied orbital energy in eV: -10.67

---

--- ii ---
Below is an isolated molecule of C5H3N, with properties calculated with the ωB97M-V functional and the def2-TZVPD basis.

```
9
Properties=species:S:1:pos:R:3:nbo_charge:R:1
C -0.9227 0.1761 0.4335 0.035
C -2.1640 0.4929 0.0153 -0.437
C -3.3465 0.2675 -0.3063 0.146
C 0.1183 -0.4490 -0.4626 -0.559
C -0.2592 -1.7607 -0.0960 0.252
N -0.4626 -2.7655 0.3861 -0.261
H -0.8017 0.5492 1.4443 0.251
H -0.0828 -0.4932 -1.5771 0.288
H 1.2561 -0.2683 -0.3329 0.285
```

Computed properties:
Highest occupied orbital energy in eV: -10.47

---

Short version: i is the most stable of them.

---

--- i ---
Below is a structure of composition C5H3N, with properties calculated with the ωB97M-V functional and the def2-TZVPD basis.

```
9
Properties=species:S:1:pos:R:3:nbo_charge:R:1
C -1.0555 1.1568 0.1059 -0.105
C -1.1131 -0.0879 0.6270 -0.011
C 0.3890 -0.4224 -0.5390 0.353
C 0.4815 1.0191 -0.1817 -0.530
C -0.5573 -1.3078 0.4152 -0.217
N 0.0204 -1.3733 -1.1837 -0.276
H 0.7808 1.8267 -0.8714 0.266
H 1.2246 1.3695 0.7039 0.268
H -0.1704 -2.1808 0.9238 0.252
```

Computed properties:
Highest occupied orbital energy in eV: -9.15

---

--- ii ---
Below is an isolated molecule of C5H3N, with properties calculated with the ωB97M-V functional and the def2-TZVPD basis.

```
9
Properties=species:S:1:pos:R:3:nbo_charge:R:1
C -0.6607 0.4903 -0.0019 -0.291
C 1.9354 0.0996 -0.0632 -0.446
C -0.8114 -0.8419 -0.0333 0.006
C 0.9050 0.9490 0.0372 0.083
C 1.3594 -1.1112 0.0524 0.422
N 0.2559 -1.6405 0.0074 -0.445
H -1.3060 1.2277 0.1559 0.222
H 2.9535 0.4524 -0.0568 0.237
H -1.8306 -1.4646 -0.0393 0.212
```

Computed properties:
Highest occupied orbital energy (spin up / spin down) in eV: -8.20 / -9.01

---

--- iii ---
Below is a cluster of 2 separate species, C5H3N in total, with properties calculated with the ωB97M-V functional and the def2-TZVPD basis.

```
9
Properties=species:S:1:pos:R:3:nbo_charge:R:1
C 1.1411 0.0739 -1.5746 -0.440
C 1.1755 -0.3106 -2.7792 0.113
C -1.1264 -0.3387 1.4259 0.032
C 1.3257 0.6310 -0.3631 -0.121
C -2.3263 -0.6431 1.0690 -0.028
N -0.0044 -0.0300 1.7887 -0.215
H 1.0737 1.5965 -0.1895 0.204
H 1.7134 -0.0328 0.3470 0.226
H -2.9723 -0.9460 0.2758 0.228
```

Computed properties:
Highest occupied orbital energy (spin up / spin down) in eV: -9.93 / -9.95

---

--- iv ---
Below is a cluster of 2 separate species, C5H3N in total, with properties calculated with the ωB97M-V functional and the def2-TZVPD basis.

```
9
Properties=species:S:1:pos:R:3:nbo_charge:R:1
C -2.4977 -0.0528 0.0505 0.261
C 0.8902 0.3674 -0.8480 -0.267
C 0.8206 0.5203 0.7018 -0.279
C 0.9293 -0.8610 0.0524 -0.266
C -0.2459 -0.0790 -0.0827 0.167
N -3.6266 -0.0425 0.1308 -0.442
H 1.2442 0.8573 -1.7207 0.274
H 1.1281 1.1255 1.5205 0.275
H 1.3578 -1.8352 0.1955 0.275
```

Computed properties:
Highest occupied orbital energy in eV: -10.18

---

Short version: ii is the most stable of them.